1.
{"formula": "C23H27F7N2O25", "method": "ωB97M-V/def2-TZVPD", "e_tot_ha": -3580.95208, "orbital_gap_ev": 8.34, "de_lowest_kj_mol": 3098.8, "molar_mass_da": 864.44, "total_charge": 0, "homo_ev": -8.94, "max_force_ev_per_a": 16.37, "elements": ["C", "N", "O", "O", "H", "H", "H", "C", "N", "O", "O", "H", "H", "H", "C", "C", "O", "C", "O", "O", "F", "H", "H", "H", "C", "C", "O", "C", "O", "O", "F", "H", "H", "H", "C", "C", "O", "C", "O", "O", "F", "H", "H", "H", "C", "C", "O", "C", "O", "O", "F", "H", "H", "H", "C", "C", "O", "C", "O", "O", "F", "H", "H", "H", "C", "C", "O", "C", "O", "O", "F", "H", "H", "H", "C", "C", "O", "C", "O", "O", "F", "H", "H", "H"], "positions_angstrom": [[0.72, 3.16, -1.72], [1.54, 3.46, -0.49], [1.07, 3.15, 0.60], [2.60, 4.04, -0.66], [0.91, 3.94, -2.45], [-0.35, 3.10, -1.53], [1.17, 2.28, -2.17], [0.28, -0.42, 0.42], [-0.42, 0.81, 0.03], [-1.43, 1.14, 0.67], [0.06, 1.47, -0.86], [-0.42, -1.08, 0.92], [1.06, 0.01, 1.05], [0.75, -0.91, -0.43], [-2.79, 1.52, 2.58], [-3.51, 0.34, 3.17], [-4.71, 0.94, 3.52], [-4.94, 1.98, 2.65], [-5.97, 2.64, 2.67], [-3.88, 2.15, 1.94], [-2.85, 0.00, 4.23], [-2.01, 1.26, 1.87], [-2.38, 2.21, 3.31], [-3.60, -0.52, 2.51], [3.54, -1.83, -2.33], [3.11, -0.82, -1.23], [2.39, -1.62, -0.29], [2.08, -2.83, -0.92], [1.47, -3.80, -0.40], [2.54, -2.80, -2.18], [2.38, 0.13, -1.75], [4.53, -2.20, -2.07], [3.59, -1.45, -3.35], [4.00, -0.30, -0.88], [-1.67, 2.19, -1.42], [-3.19, 1.85, -1.50], [-3.43, 2.36, -2.83], [-2.71, 3.49, -3.02], [-2.87, 4.30, -3.84], [-1.70, 3.41, -2.21], [-3.98, 2.36, -0.59], [-1.00, 1.46, -1.85], [-1.32, 2.45, -0.42], [-3.34, 0.78, -1.32], [-2.20, -2.90, 0.19], [-2.70, -2.80, 1.58], [-3.52, -1.69, 1.49], [-3.09, -0.86, 0.49], [-3.45, 0.31, 0.34], [-2.16, -1.55, -0.16], [-1.69, -2.53, 2.43], [-2.99, -3.38, -0.39], [-1.27, -3.40, -0.04], [-3.20, -3.73, 1.88], [4.21, 2.21, 0.16], [2.99, 1.57, 0.85], [3.55, 0.34, 1.38], [4.82, 0.16, 1.01], [5.63, -0.58, 1.48], [5.14, 1.17, 0.15], [2.08, 1.19, 0.02], [4.58, 2.98, 0.84], [4.08, 2.62, -0.84], [2.55, 2.31, 1.52], [2.45, -1.03, 2.14], [2.61, -2.28, 3.05], [1.77, -3.24, 2.41], [0.89, -2.61, 1.68], [-0.13, -3.08, 1.17], [1.22, -1.28, 1.57], [2.16, -2.17, 4.40], [3.11, -0.99, 1.28], [2.55, -0.09, 2.68], [3.64, -2.65, 3.04], [0.07, -1.66, -2.33], [-1.07, -2.51, -2.78], [-2.05, -1.51, -3.18], [-1.77, -0.34, -2.55], [-2.61, 0.57, -2.51], [-0.54, -0.36, -2.06], [-1.51, -3.28, -1.78], [0.84, -1.55, -3.09], [0.49, -1.99, -1.38], [-0.81, -3.21, -3.58]]}

2.
{"formula": "C23H27FeNO12P", "method": "ωB97M-V/def2-TZVPD", "e_tot_ha": -3455.45529, "orbital_gap_ev": [6.67, 6.71], "spin_multiplicity": 5, "de_lowest_kj_mol": 40.3, "s2": 6.01, "molar_mass_da": 596.28, "total_charge": -1, "homo_ev": [-5.18, -5.22], "max_force_ev_per_a": 2.01, "elements": ["Fe", "O", "C", "O", "C", "O", "C", "C", "O", "O", "H", "H", "H", "H", "H", "C", "O", "C", "C", "C", "C", "C", "C", "O", "C", "O", "C", "H", "H", "H", "H", "H", "H", "H", "H", "H", "C", "P", "C", "C", "H", "H", "H", "H", "H", "H", "H", "H", "H", "O", "C", "O", "C", "C", "C", "C", "C", "C", "N", "O", "O", "H", "H", "H", "H"], "positions_angstrom": [[-0.07, -1.01, 1.13], [2.55, -3.44, 2.08], [1.30, -3.44, 1.81], [0.80, -3.11, 0.74], [0.36, -3.88, 2.95], [-0.69, -2.94, 3.09], [-0.60, -2.18, 4.28], [0.62, -1.19, 4.26], [1.09, -0.83, 5.33], [0.97, -0.83, 3.11], [3.11, -2.79, 1.33], [-0.11, -4.83, 2.66], [0.93, -4.00, 3.88], [-1.52, -1.58, 4.31], [-0.56, -2.83, 5.16], [-2.99, 3.71, -3.38], [-3.91, 2.65, -3.33], [-3.58, 1.54, -2.59], [-4.53, 0.50, -2.58], [-4.27, -0.64, -1.86], [-3.10, -0.80, -1.10], [-2.85, -1.99, -0.31], [-3.57, -3.28, -0.66], [-2.07, -2.02, 0.64], [-2.12, 0.25, -1.10], [-1.01, 0.19, -0.49], [-2.42, 1.41, -1.88], [-3.46, 4.47, -4.01], [-2.04, 3.41, -3.82], [-2.81, 4.14, -2.39], [-5.44, 0.61, -3.15], [-5.02, -1.41, -1.83], [-4.02, -3.27, -1.65], [-4.34, -3.48, 0.08], [-2.84, -4.09, -0.60], [-1.66, 2.18, -1.89], [0.18, 2.04, 3.66], [-0.38, 1.42, 2.00], [-1.88, 2.47, 1.76], [0.81, 2.36, 0.96], [0.22, 3.13, 3.68], [1.17, 1.63, 3.84], [-0.48, 1.68, 4.44], [-1.68, 3.53, 1.96], [-2.67, 2.13, 2.43], [-2.22, 2.36, 0.74], [0.75, 3.43, 1.18], [0.58, 2.18, -0.09], [1.81, 1.98, 1.16], [3.75, -2.02, 0.45], [3.10, -1.08, -0.10], [1.96, -0.69, 0.19], [3.80, -0.37, -1.23], [5.19, -0.34, -1.31], [5.82, 0.33, -2.35], [5.07, 0.95, -3.33], [3.68, 0.92, -3.25], [3.04, 0.27, -2.20], [2.92, 1.57, -4.26], [1.69, 1.52, -4.21], [3.53, 2.17, -5.15], [5.75, -0.85, -0.55], [6.90, 0.37, -2.38], [5.53, 1.48, -4.15], [1.96, 0.26, -2.12]]}

3.
{"formula": "C23H27MoN5OSi", "method": "ωB97M-V/def2-TZVPD", "e_tot_ha": -1598.92364, "orbital_gap_ev": [6.42, 6.48], "spin_multiplicity": 3, "de_lowest_kj_mol": 0.0, "s2": 2.02, "molar_mass_da": 513.53, "total_charge": 2, "homo_ev": [-14.05, -14.03], "max_force_ev_per_a": 0.60, "elements": ["Mo", "C", "C", "N", "N", "C", "O", "C", "C", "C", "C", "C", "C", "C", "C", "C", "C", "C", "N", "H", "H", "H", "H", "H", "H", "H", "H", "H", "H", "H", "H", "C", "C", "C", "C", "C", "C", "N", "N", "Si", "C", "C", "C", "H", "H", "H", "H", "H", "H", "H", "H", "H", "H", "H", "H", "H", "H", "H"], "positions_angstrom": [[0.36, -0.18, -0.29], [2.32, -1.58, 3.47], [1.94, -1.00, 2.16], [0.76, -1.04, 1.64], [-0.27, -1.73, 2.26], [-1.28, -1.76, 1.45], [-1.18, -1.18, 0.23], [-2.54, -2.43, 1.77], [-2.74, -2.92, 3.06], [-3.93, -3.56, 3.36], [-4.90, -3.71, 2.39], [-4.70, -3.23, 1.10], [-3.52, -2.58, 0.79], [2.94, -0.33, 1.28], [4.25, -0.12, 1.64], [5.10, 0.51, 0.73], [4.62, 0.88, -0.51], [3.29, 0.63, -0.82], [2.47, 0.04, 0.06], [1.49, -2.10, 3.92], [2.64, -0.77, 4.13], [3.16, -2.26, 3.34], [-1.98, -2.79, 3.81], [-4.09, -3.94, 4.36], [-5.83, -4.22, 2.63], [-5.46, -3.35, 0.35], [-3.36, -2.20, -0.21], [4.60, -0.42, 2.61], [6.13, 0.69, 0.99], [5.25, 1.36, -1.25], [2.86, 0.89, -1.78], [0.74, -2.20, -3.55], [0.01, -0.89, -3.47], [-0.87, -0.45, -4.44], [-1.54, 0.76, -4.28], [-1.33, 1.54, -3.15], [-0.38, 1.09, -2.26], [0.27, -0.08, -2.43], [-0.04, 1.57, -0.97], [-0.20, 3.23, -0.24], [0.72, 4.35, -1.39], [0.62, 3.01, 1.41], [-2.00, 3.64, -0.10], [1.55, -2.14, -4.28], [0.06, -2.99, -3.86], [1.17, -2.46, -2.58], [-1.05, -1.06, -5.32], [-2.25, 1.08, -5.02], [-1.88, 2.46, -2.97], [1.70, 3.94, -1.66], [0.89, 5.31, -0.91], [0.16, 4.54, -2.32], [1.71, 2.96, 1.31], [0.27, 2.11, 1.92], [0.39, 3.85, 2.07], [-2.46, 3.86, -1.06], [-2.12, 4.53, 0.53], [-2.56, 2.83, 0.38]]}

4.
{"formula": "C23H27N3O4", "method": "ωB97M-V/def2-TZVPD", "e_tot_ha": -1356.94110, "orbital_gap_ev": 7.43, "de_lowest_kj_mol": 2625.2, "molar_mass_da": 409.49, "total_charge": 0, "homo_ev": -7.91, "max_force_ev_per_a": 19.64, "elements": ["C", "H", "H", "H", "C", "N", "C", "H", "C", "N", "C", "O", "C", "O", "C", "C", "C", "C", "C", "C", "C", "C", "H", "H", "H", "O", "C", "H", "H", "H", "H", "O", "H", "C", "C", "N", "C", "C", "C", "C", "H", "H", "H", "H", "H", "H", "H", "H", "C", "C", "H", "H", "H", "H", "H", "H", "H"], "positions_angstrom": [[-5.26, -3.21, -1.75], [-4.19, -3.70, -1.70], [-5.91, -3.90, -1.99], [-5.23, -2.64, -2.77], [-5.65, -2.53, -0.77], [-4.84, -1.33, -0.29], [-3.50, -1.74, 0.11], [-2.80, -1.56, -1.09], [-2.88, -0.64, 0.90], [-1.35, -0.69, 0.98], [-0.67, -1.02, 1.96], [-1.12, -1.74, 2.80], [0.86, -1.11, 1.46], [1.83, -1.22, 2.23], [0.78, -0.16, 0.22], [1.75, 0.25, -0.30], [3.27, -0.04, -0.02], [4.07, -0.45, -0.95], [5.56, -0.43, -0.80], [5.90, -0.07, 0.62], [5.02, 0.41, 1.35], [3.60, 0.64, 1.32], [3.04, 1.08, 1.95], [5.39, 0.79, 2.57], [6.98, -0.06, 0.47], [6.47, -1.03, -1.59], [5.97, -1.75, -2.83], [5.58, -0.62, -3.50], [6.77, -2.01, -3.19], [5.26, -2.41, -2.63], [3.72, -0.62, -2.02], [1.51, 0.84, -1.74], [2.39, 1.16, -2.03], [-0.68, -0.06, -0.06], [-1.08, 1.46, -0.07], [-1.78, 2.11, -1.04], [-2.20, 3.17, -1.30], [-1.87, 4.13, 0.09], [-1.09, 3.76, 0.89], [-0.77, 2.52, 1.03], [0.05, 1.96, 1.91], [-0.92, 4.49, 1.88], [-2.32, 5.09, -0.24], [-2.90, 3.28, -1.94], [-0.98, -0.29, -1.11], [-3.04, 0.28, 0.80], [-3.05, -1.09, 2.04], [-3.26, -2.78, 0.37], [-4.90, -0.02, -1.34], [-6.08, 0.95, -0.65], [-5.63, 1.27, 0.25], [-6.91, 0.47, -0.67], [-5.84, 1.81, -1.45], [-5.17, -0.51, -2.15], [-3.85, 0.33, -1.22], [-5.65, -2.89, 0.49], [-6.70, -2.00, -0.82]]}